Entry 1:
{"formula": "C30H37Al2ClCsF4MgNO11S", "method": "ωB97M-V/def2-TZVPD", "lumo_ev": -5.588, "energy_ev": -109116.2941, "total_charge": 0, "elements": ["C", "C", "C", "C", "C", "C", "C", "C", "C", "C", "C", "C", "C", "C", "C", "N", "C", "C", "C", "C", "C", "C", "S", "H", "H", "H", "H", "H", "H", "H", "H", "H", "H", "H", "H", "H", "H", "H", "H", "H", "H", "H", "H", "H", "H", "H", "H", "H", "H", "H", "Mg", "O", "H", "H", "F", "Al", "F", "F", "F", "C", "C", "O", "O", "H", "H", "H", "C", "O", "O", "O", "H", "Al", "O", "H", "H", "C", "C", "C", "O", "C", "C", "C", "O", "O", "O", "H", "H", "Cl", "Cs"], "coordinates": [[0.23, 0.01, 8.84], [0.62, -0.25, 7.32], [-0.41, -1.34, 6.61], [-0.81, -0.93, 5.06], [-0.90, -2.25, 4.07], [0.21, -2.00, 2.87], [0.36, -3.25, 1.89], [1.94, -3.66, 1.73], [2.39, -3.87, 0.18], [3.57, -2.86, -0.09], [4.81, -2.99, 0.74], [5.95, -2.06, 0.58], [5.87, -0.98, -0.42], [4.64, -0.85, -1.22], [3.47, -1.78, -1.08], [2.28, -1.64, -1.89], [1.74, -0.28, -1.88], [0.32, -0.08, -1.59], [-0.19, 1.31, -1.57], [0.66, 2.47, -1.87], [2.12, 2.28, -2.17], [2.62, 0.90, -2.16], [4.39, 0.48, -2.46], [-0.13, -0.92, 9.35], [-0.53, 0.83, 8.94], [1.15, 0.37, 9.39], [0.62, 0.79, 6.77], [1.73, -0.64, 7.34], [0.06, -2.38, 6.72], [-1.38, -1.27, 7.20], [-1.77, -0.29, 4.99], [0.07, -0.26, 4.68], [-0.62, -3.20, 4.62], [-1.94, -2.34, 3.66], [1.21, -1.74, 3.43], [-0.08, -1.07, 2.25], [-0.05, -2.96, 0.87], [-0.22, -4.17, 2.30], [2.22, -4.60, 2.34], [2.56, -2.82, 2.14], [2.71, -4.96, 0.02], [1.52, -3.64, -0.50], [4.82, -3.81, 1.51], [6.82, -2.24, 1.26], [6.70, -0.25, -0.57], [2.56, -1.80, -2.89], [-0.36, -0.93, -1.36], [-1.26, 1.47, -1.32], [0.26, 3.52, -1.85], [2.82, 3.13, -2.38], [1.09, -5.16, 3.29], [6.90, 3.23, -3.05], [5.96, 2.98, -3.11], [7.13, 3.02, -2.14], [-1.85, -3.66, -1.12], [-3.20, -2.52, -1.00], [-2.62, -0.91, -1.37], [-3.82, -2.55, 0.65], [-4.45, -2.98, -2.12], [-5.83, 1.25, -1.34], [-6.32, -0.04, -0.59], [-5.45, -0.89, -0.44], [-7.51, -0.01, -0.26], [-4.78, 1.17, -1.60], [-6.42, 1.39, -2.25], [-5.97, 2.12, -0.69], [1.72, -3.40, -5.43], [1.00, -3.66, -6.42], [1.76, -4.44, -4.53], [2.37, -2.38, -5.16], [1.17, -5.00, -5.07], [1.42, -6.25, 0.43], [4.58, 4.97, -3.80], [5.52, 4.86, -4.00], [4.57, 5.72, -3.19], [-4.17, 5.62, -2.64], [-4.02, 6.75, -3.46], [-4.69, 6.62, -4.83], [-4.73, 7.50, -5.66], [-5.31, 5.34, -5.17], [-5.44, 4.20, -4.34], [-4.86, 4.38, -2.94], [-4.94, 3.53, -2.06], [-5.96, 3.13, -4.63], [-3.44, 7.79, -3.19], [-3.73, 5.64, -1.65], [-5.70, 5.30, -6.18], [-6.89, 7.53, -4.08], [1.52, -0.42, 4.75]], "mulliken_charge": [-1.33, -0.42, -0.53, -1.48, 0.13, -0.92, -0.42, -0.88, -0.25, -0.21, -0.16, -0.69, -0.56, 0.82, -0.67, 0.22, -0.30, -0.43, -0.58, -0.53, -0.50, 0.73, -0.32, 0.34, 0.32, 0.34, 0.38, 0.29, 0.26, 0.37, 0.46, 0.83, 0.15, 0.32, 0.03, 0.68, 0.02, 0.52, -0.33, 0.74, 0.09, 0.69, 0.29, 0.34, 0.37, 0.26, 0.59, 0.40, 0.36, 0.34, 0.46, -0.65, 0.37, 0.29, -0.51, 1.07, -0.41, -0.50, -0.48, -0.42, 0.36, -0.26, -0.46, 0.25, 0.30, 0.37, 0.72, -0.68, -0.45, -0.69, 0.30, 0.36, -0.63, 0.32, 0.30, -0.21, 0.18, 0.22, -0.55, -0.24, 0.64, 0.47, -0.51, -0.51, -0.56, 0.46, 0.41, -0.30, 0.94]}

=====

Entry 2:
{"formula": "C30H37AsN2O8S2SbTi", "method": "ωB97M-V/def2-TZVPD", "spin_multiplicity": 2, "s_squared": 0.754, "lumo_ev": [-0.349, -0.498], "energy_ev": -163235.9489, "total_charge": 0, "e_above_lowest_kcal_mol": 16.9, "elements": ["Ti", "O", "S", "O", "N", "C", "C", "C", "C", "C", "C", "C", "C", "N", "C", "C", "C", "C", "C", "C", "C", "H", "H", "H", "H", "H", "H", "H", "H", "H", "H", "H", "O", "As", "O", "O", "C", "C", "C", "C", "C", "C", "S", "O", "O", "O", "H", "H", "H", "H", "H", "C", "C", "C", "Sb", "C", "C", "C", "C", "C", "C", "H", "H", "H", "H", "H", "H", "H", "H", "H", "H", "H", "H", "H", "H", "H", "H", "H", "H", "H", "H", "H"], "coordinates": [[-0.37, 0.86, 0.74], [2.08, -1.41, 0.09], [2.74, -0.15, 0.35], [3.44, 0.03, 1.59], [1.62, 0.99, 0.10], [1.99, 2.34, 0.17], [3.23, 2.87, 0.46], [3.47, 4.25, 0.40], [2.49, 5.14, 0.03], [1.20, 4.64, -0.25], [0.12, 5.46, -0.65], [-1.10, 4.92, -0.91], [-1.28, 3.54, -0.72], [-0.30, 2.75, -0.36], [0.95, 3.26, -0.15], [3.93, 0.11, -0.96], [5.28, 0.00, -0.67], [6.20, 0.14, -1.69], [5.77, 0.40, -2.98], [4.42, 0.51, -3.26], [3.49, 0.36, -2.25], [4.04, 2.22, 0.76], [4.46, 4.61, 0.64], [2.68, 6.20, -0.03], [0.29, 6.53, -0.75], [-1.94, 5.52, -1.23], [-2.25, 3.07, -0.85], [5.59, -0.19, 0.35], [7.26, 0.06, -1.47], [6.50, 0.52, -3.78], [4.09, 0.72, -4.27], [2.43, 0.45, -2.45], [-2.68, 3.16, 2.12], [-3.32, 1.54, 1.89], [-4.89, 1.65, 1.53], [-2.32, 0.85, 0.68], [-2.97, 0.55, 3.51], [-4.15, 0.16, 4.13], [-4.13, -0.54, 5.33], [-2.93, -0.83, 5.94], [-1.74, -0.45, 5.33], [-1.75, 0.23, 4.12], [-0.15, 0.52, 3.41], [-0.02, -0.51, 2.33], [0.81, 0.49, 4.45], [-0.25, 1.79, 2.62], [-3.45, 3.74, 2.06], [-5.09, 0.41, 3.66], [-5.07, -0.84, 5.79], [-2.90, -1.36, 6.88], [-0.79, -0.67, 5.80], [-0.22, -3.79, 1.24], [-0.24, -3.70, -0.28], [1.08, -4.16, -0.89], [-0.86, -1.71, -0.88], [-2.92, -2.11, -1.46], [-3.92, -1.72, -0.37], [-3.17, -3.56, -1.89], [0.04, -1.52, -2.83], [-0.11, -0.07, -3.31], [-0.46, -2.48, -3.90], [0.03, -4.80, 1.55], [-1.18, -3.53, 1.69], [0.53, -3.11, 1.66], [-1.04, -4.34, -0.67], [1.91, -3.53, -0.57], [1.05, -4.17, -1.98], [1.28, -5.18, -0.56], [-3.07, -1.46, -2.32], [-3.66, -2.16, 0.60], [-4.91, -2.11, -0.63], [-4.00, -0.65, -0.24], [-3.18, -4.22, -1.03], [-2.43, -3.94, -2.60], [-4.15, -3.63, -2.37], [1.10, -1.71, -2.64], [-1.15, 0.18, -3.51], [0.44, 0.09, -4.24], [0.26, 0.64, -2.57], [-1.52, -2.32, -4.12], [-0.34, -3.53, -3.61], [0.09, -2.33, -4.84]], "mulliken_spin": [0.83, -0.01, 0.00, 0.00, -0.03, -0.01, 0.01, -0.01, 0.01, -0.01, 0.02, -0.01, 0.06, -0.02, 0.03, 0.00, 0.00, 0.00, 0.00, 0.00, 0.00, 0.00, 0.00, 0.00, 0.00, 0.00, 0.00, 0.00, 0.00, 0.00, 0.00, 0.00, 0.00, 0.00, 0.00, 0.00, 0.00, 0.00, 0.00, 0.00, 0.00, 0.00, 0.01, -0.01, 0.00, -0.01, 0.00, 0.00, 0.00, 0.00, 0.00, 0.00, 0.00, 0.00, 0.10, 0.00, 0.00, 0.00, -0.01, 0.03, 0.00, 0.00, 0.00, 0.00, 0.00, 0.00, 0.00, 0.00, 0.00, 0.00, 0.00, 0.00, 0.00, 0.00, 0.00, 0.00, 0.01, 0.00, 0.00, 0.00, 0.00, 0.00]}

=====

Entry 3:
{"formula": "C30H37BrFeN7OSSi2", "method": "ωB97M-V/def2-TZVPD", "spin_multiplicity": 5, "s_squared": 6.170, "lumo_ev": [1.996, 1.170], "energy_ev": -175209.8067, "total_charge": -1, "e_above_lowest_kcal_mol": 71.7, "elements": ["Fe", "C", "C", "N", "N", "C", "N", "S", "C", "C", "C", "C", "C", "N", "H", "H", "H", "H", "H", "H", "H", "H", "H", "Br", "C", "C", "C", "C", "C", "C", "N", "N", "C", "C", "C", "C", "O", "C", "N", "C", "C", "C", "C", "H", "H", "H", "H", "H", "H", "H", "H", "H", "C", "Si", "C", "C", "C", "Si", "C", "C", "C", "H", "H", "H", "H", "H", "H", "H", "H", "H", "H", "H", "H", "H", "H", "H", "H", "H", "H", "H"], "coordinates": [[0.10, 0.01, -0.06], [1.91, 0.72, 3.73], [1.58, 0.36, 2.31], [0.40, 0.57, 1.76], [-0.54, 1.31, 2.40], [-1.04, 2.25, 1.65], [-1.94, 3.11, 2.21], [-0.53, 2.52, 0.02], [2.52, -0.16, 1.40], [3.73, -0.80, 1.73], [4.53, -1.30, 0.74], [4.13, -1.13, -0.60], [2.93, -0.52, -0.86], [2.12, -0.05, 0.09], [1.15, 1.41, 4.10], [2.88, 1.21, 3.78], [1.93, -0.17, 4.37], [-2.36, 2.79, 3.07], [-2.51, 3.65, 1.58], [3.99, -0.92, 2.77], [5.44, -1.85, 0.97], [4.76, -1.46, -1.41], [2.55, -0.39, -1.87], [-6.50, 6.35, -0.36], [-6.34, 4.69, -1.28], [-5.12, 4.34, -1.85], [-5.01, 3.16, -2.54], [-6.13, 2.29, -2.69], [-7.34, 2.67, -2.08], [-7.44, 3.85, -1.38], [-6.10, 1.14, -3.39], [-5.02, 0.70, -3.92], [-3.81, 0.53, -3.40], [-2.69, 0.56, -4.27], [-1.40, 0.46, -3.81], [-1.13, 0.25, -2.44], [0.06, 0.08, -1.96], [-2.23, 0.17, -1.55], [-1.92, 0.01, -0.24], [-2.90, -0.08, 0.64], [-4.24, -0.05, 0.28], [-4.59, 0.14, -1.05], [-3.57, 0.28, -2.00], [-4.26, 4.99, -1.75], [-4.06, 2.88, -2.96], [-8.18, 2.00, -2.15], [-8.37, 4.11, -0.89], [-2.88, 0.72, -5.32], [-0.57, 0.54, -4.49], [-2.61, -0.15, 1.67], [-5.00, -0.16, 1.03], [-5.63, 0.17, -1.34], [-0.09, -2.50, -3.36], [-0.04, -3.25, -1.61], [1.67, -4.15, -1.60], [-1.39, -4.60, -1.71], [-0.12, -2.19, -0.05], [-0.31, -3.05, 1.61], [-0.87, -2.01, 3.10], [1.39, -3.79, 2.14], [-1.53, -4.54, 1.64], [0.19, -3.23, -4.11], [0.59, -1.66, -3.44], [-1.08, -2.13, -3.59], [1.79, -4.79, -2.47], [1.78, -4.77, -0.71], [2.48, -3.43, -1.60], [-1.50, -4.95, -2.74], [-2.36, -4.23, -1.39], [-1.15, -5.47, -1.10], [0.81, -1.61, -0.01], [-0.23, -1.15, 3.25], [-0.84, -2.60, 4.02], [-1.88, -1.64, 2.98], [2.15, -3.02, 2.17], [1.73, -4.55, 1.45], [1.34, -4.25, 3.13], [-2.48, -4.29, 1.19], [-1.72, -4.84, 2.67], [-1.13, -5.40, 1.12]], "mulliken_spin": [2.11, 0.00, -0.05, -0.04, 0.01, -0.02, 0.00, 0.09, -0.02, -0.01, 0.00, -0.02, 0.01, -0.05, 0.00, 0.00, 0.00, 0.00, 0.00, 0.00, 0.00, 0.00, 0.00, 0.01, 0.17, -0.10, 0.18, -0.03, 0.16, -0.08, 0.42, 0.63, 0.08, 0.14, -0.04, 0.16, 0.13, 0.04, 0.02, -0.04, 0.04, 0.01, 0.00, 0.00, 0.01, 0.00, 0.00, 0.00, 0.00, -0.01, 0.00, 0.00, 0.00, 0.01, 0.01, 0.00, 0.09, 0.00, 0.00, 0.01, 0.00, 0.00, 0.00, 0.00, 0.00, 0.00, 0.00, 0.00, 0.00, 0.00, -0.04, 0.00, 0.00, 0.00, 0.00, 0.00, 0.00, 0.00, 0.00, 0.00]}